Below is a structure of composition C31H27BrF6N3O5SSbY, with properties calculated with the ωB97M-V functional and the def2-TZVPD basis.

Computed properties:
2S+1: 2
Energy relative to the best compared isomer or geometry (same formula, charge and spin) in kcal/mol: 0.0
E_LUMO (alpha / beta) in eV: -1.1502 / -1.2179
⟨S²⟩: 0.7534
E in Ha: -5588.33961

Each line ends with the Mulliken charge.
Geometry (Å):
Y 0.634 -0.146 0.087  0.257
Br 0.962 1.540 7.834  -0.192
C 0.687 1.635 5.967  0.102
C 0.403 0.482 5.257  -1.008
C 0.216 0.551 3.885  0.112
C 0.295 1.775 3.238  -0.090
C 0.609 2.924 3.957  -0.650
C 0.801 2.859 5.327  -0.878
N 0.128 1.818 1.816  0.743
C -0.388 2.858 1.306  -0.701
C -0.595 2.993 -0.148  0.571
C -1.241 4.111 -0.638  -1.003
C -1.528 4.176 -1.996  -0.595
C -1.168 3.112 -2.794  -1.347
C -0.510 2.029 -2.223  -0.358
N -0.202 1.976 -0.929  1.342
H 0.342 -0.472 5.762  0.474
H -0.008 -0.346 3.328  0.410
H 0.760 3.870 3.453  0.483
H 1.060 3.746 5.886  0.414
H -0.766 3.677 1.920  0.633
H -1.534 4.901 0.040  0.514
H -2.043 5.033 -2.409  0.441
H -1.395 3.091 -3.851  0.557
H -0.248 1.167 -2.826  0.631
O -1.050 -0.780 1.403  -0.412
C -2.070 -0.631 0.652  1.667
O -1.962 -0.041 -0.451  -0.110
C -3.383 -1.159 1.067  -0.771
C -3.513 -1.891 2.244  -0.419
C -4.744 -2.390 2.619  -0.826
C -5.848 -2.151 1.801  -0.491
C -5.726 -1.431 0.627  -0.541
C -4.481 -0.922 0.242  0.645
S -4.334 -0.019 -1.248  -0.216
H -2.627 -2.058 2.843  0.477
H -4.853 -2.962 3.531  0.398
H -6.821 -2.537 2.080  0.367
H -6.593 -1.262 0.002  0.405
O 0.107 -0.506 -4.012  -0.708
C -0.003 -1.388 -3.183  -0.019
N 0.341 -1.300 -1.848  0.535
C 0.058 -2.501 -1.244  0.825
O 0.251 -2.662 -0.044  -0.610
C -0.514 -3.453 -2.238  0.025
C -0.964 -4.751 -2.121  -0.335
C -1.462 -5.350 -3.276  -0.580
C -1.499 -4.659 -4.486  -0.503
C -1.041 -3.348 -4.585  -0.430
C -0.549 -2.768 -3.436  -0.023
H -0.933 -5.275 -1.175  0.530
H -1.829 -6.367 -3.237  0.420
H -1.895 -5.154 -5.363  0.407
H -1.070 -2.803 -5.520  0.510
F 2.771 -1.566 0.111  -0.711
Sb 3.216 -1.538 1.976  2.406
F 2.381 0.211 1.685  -0.783
F 4.879 -0.812 1.545  -0.559
F 3.466 -1.148 3.776  -0.552
F 3.845 -3.282 1.972  -0.535
F 1.443 -2.046 2.315  -0.597
C 3.346 0.542 -3.643  -1.206
C 2.715 1.572 -2.733  -0.128
O 2.638 1.093 -1.382  -0.115
C 3.861 1.368 -0.671  -0.093
C 3.754 2.669 0.093  -1.140
H 3.486 0.959 -4.643  0.436
H 2.703 -0.332 -3.726  0.139
H 4.322 0.231 -3.268  0.362
H 1.707 1.800 -3.060  0.036
H 3.275 2.513 -2.737  0.505
H 4.680 1.399 -1.393  0.560
H 4.059 0.535 -0.012  0.078
H 3.696 3.530 -0.576  0.371
H 4.623 2.798 0.741  0.446
H 2.868 2.662 0.731  0.000